{"formula": "C24H50AsBF6Mg2NO21", "method": "ωB97M-V/def2-TZVPD", "species": ["Mg", "Mg", "O", "C", "O", "B", "O", "C", "O", "O", "C", "O", "C", "O", "O", "N", "O", "O", "O", "As", "F", "F", "F", "F", "F", "F", "C", "O", "C", "C", "O", "C", "H", "H", "H", "H", "H", "H", "H", "H", "H", "H", "C", "O", "C", "C", "O", "C", "H", "H", "H", "H", "H", "H", "H", "H", "H", "H", "C", "O", "C", "C", "O", "C", "H", "H", "H", "H", "H", "H", "H", "H", "H", "H", "C", "O", "C", "C", "O", "C", "H", "H", "H", "H", "H", "H", "H", "H", "H", "H", "C", "O", "C", "C", "O", "C", "H", "H", "H", "H", "H", "H", "H", "H", "H", "H"], "coordinates": [[-1.2837, -1.7684, 2.8434], [3.7084, 3.2445, -1.0670], [-3.8823, -10.3086, -1.8010], [-3.1361, -9.3607, -1.9736], [-2.5416, -8.6257, -1.0467], [-1.7451, -7.5024, -1.6617], [-1.9543, -7.7176, -3.1557], [-2.6881, -8.7849, -3.4016], [-2.9616, -9.2175, -4.5242], [-0.3224, -7.5856, -1.3303], [-0.0469, -6.7513, -0.3466], [1.0989, -6.4592, 0.0208], [-1.2166, -5.7619, -0.2769], [-2.0849, -6.1857, -1.1956], [-1.3235, -4.7129, 0.3891], [0.6282, 0.3464, -0.3319], [0.3580, -0.2021, 0.7438], [1.6420, 1.0252, -0.3996], [0.0600, 0.0223, -1.3621], [0.6912, 5.7096, 1.3232], [2.2115, 4.9624, 0.8743], [1.1991, 7.2290, 0.5806], [-0.7212, 6.5804, 1.8768], [0.1682, 4.1284, 2.0745], [1.4197, 6.0674, 2.9553], [-0.1024, 5.1944, -0.2367], [-4.0880, -0.6448, 1.5819], [-3.2619, -0.4291, 2.7048], [-3.2485, 1.0375, 3.0897], [-2.4940, 1.1024, 4.4819], [-1.3071, 0.3157, 4.2647], [-0.2927, 0.6454, 5.2544], [-3.7614, -1.3810, 0.8474], [-4.4910, 0.2274, 1.0672], [-4.9902, -1.1971, 1.8449], [-4.2251, 1.5015, 3.2280], [-2.6733, 1.6720, 2.4154], [-3.0731, 0.5633, 5.2316], [-2.3355, 2.1494, 4.7402], [-0.7078, 0.4843, 6.2492], [0.1275, 1.6481, 5.1768], [0.5679, -0.0237, 5.2569], [4.9738, 1.1043, -3.5826], [5.0996, 1.4230, -2.1524], [6.3608, 0.9872, -1.6721], [6.2428, 0.8953, -0.1310], [5.4568, 1.9808, 0.2644], [5.0880, 1.9349, 1.6445], [5.0145, 0.0412, -3.8202], [5.7439, 1.6168, -4.1592], [4.0188, 1.5737, -3.8186], [7.2292, 1.5418, -2.0274], [6.6186, -0.0116, -2.0243], [7.2373, 0.9412, 0.3128], [5.8476, -0.0993, 0.0758], [4.2943, 1.2095, 1.8233], [4.8290, 2.8394, 2.1948], [5.8759, 1.5934, 2.3159], [-7.4252, -0.6618, -4.6651], [-6.4679, -1.5573, -5.2869], [-5.2035, -1.6268, -4.6433], [-4.3215, -0.3156, -4.6839], [-5.0535, 0.6876, -3.9216], [-4.5515, 1.9456, -4.0849], [-8.3926, -0.8759, -5.1195], [-7.1909, 0.3985, -4.7601], [-7.4512, -0.8957, -3.6008], [-4.6766, -2.4596, -5.1089], [-5.3979, -2.0134, -3.6429], [-4.2928, -0.1430, -5.7597], [-3.3569, -0.6254, -4.2817], [-5.0299, 2.5052, -3.2811], [-4.5875, 2.4249, -5.0631], [-3.4948, 1.9459, -3.8173], [-3.9055, -3.1634, 5.4390], [-2.4446, -3.1173, 4.9643], [-1.6596, -3.7296, 5.9847], [-0.3954, -4.2221, 5.4224], [0.1307, -3.2658, 4.4820], [1.4875, -3.4668, 4.1231], [-4.5714, -2.7721, 4.6699], [-3.9469, -2.5575, 6.3442], [-4.3265, -4.0627, 5.8888], [-2.1757, -4.5790, 6.4321], [-1.4999, -3.1556, 6.8975], [-0.5031, -5.2170, 4.9902], [0.3803, -4.3948, 6.1684], [1.7544, -2.7830, 3.3173], [1.7091, -4.5097, 3.8967], [2.1903, -3.4435, 4.9559], [1.7671, 4.6431, -3.8010], [2.9613, 4.7775, -2.9955], [3.9681, 5.5555, -3.8099], [4.9365, 6.2013, -2.8129], [5.2687, 5.3476, -1.7543], [6.3345, 5.8465, -0.9092], [1.3296, 5.6349, -3.6868], [1.0983, 3.9365, -3.3095], [1.9123, 4.3863, -4.8504], [3.4604, 6.2678, -4.4603], [4.5971, 4.9080, -4.4208], [4.4606, 7.0701, -2.3582], [5.8961, 6.3331, -3.3127], [5.8751, 6.7218, -0.4499], [7.2584, 6.1202, -1.4188], [6.6954, 5.1473, -0.1548]], "lowdin_charge": [1.32, 1.29, 0.12, -0.36, 0.20, -0.83, 0.20, -0.36, 0.11, 0.24, -0.35, 0.10, -0.33, 0.25, 0.05, -0.65, -0.08, -0.07, 0.02, 0.87, -0.30, -0.27, -0.26, -0.33, -0.31, -0.31, -0.10, -0.25, -0.07, -0.14, -0.26, -0.05, 0.10, 0.11, 0.10, 0.14, 0.14, 0.13, 0.14, 0.10, 0.11, 0.09, -0.02, -0.25, -0.18, -0.17, -0.23, -0.07, 0.11, 0.10, 0.09, 0.13, 0.13, 0.14, 0.14, 0.10, 0.11, 0.10, -0.08, -0.19, -0.20, -0.14, -0.21, -0.16, 0.09, 0.07, 0.08, 0.12, 0.11, 0.13, 0.12, 0.09, 0.09, 0.08, 0.00, -0.21, -0.22, -0.17, -0.24, -0.07, 0.09, 0.09, 0.10, 0.14, 0.14, 0.15, 0.14, 0.10, 0.11, 0.10, -0.06, -0.26, -0.10, -0.19, -0.25, -0.04, 0.11, 0.10, 0.10, 0.14, 0.13, 0.15, 0.14, 0.11, 0.10, 0.09], "energy_ha": -5838.9020, "multiplicity": 1, "gap_ev": 4.41, "e_above_lowest_kj_mol": 970.0, "total_charge": 1}

{"formula": "C24H50ClFHfP2Si2", "method": "ωB97M-V/def2-TZVPD", "species": ["Hf", "C", "C", "C", "Si", "C", "C", "Si", "H", "H", "H", "Cl", "C", "C", "C", "C", "H", "H", "H", "H", "H", "H", "H", "H", "H", "H", "H", "H", "C", "C", "P", "H", "H", "P", "H", "H", "C", "C", "C", "C", "C", "H", "C", "H", "H", "H", "H", "H", "H", "H", "C", "C", "H", "H", "H", "H", "H", "H", "H", "C", "C", "H", "H", "H", "H", "H", "H", "C", "C", "H", "H", "H", "H", "H", "H", "H", "C", "H", "H", "H", "F"], "coordinates": [[0.1395, 0.0149, 0.1557], [2.1226, -0.1300, -1.4857], [1.3386, -1.3057, -1.5977], [0.0550, -0.9038, -2.1311], [2.0153, -3.0130, -1.2081], [0.0546, 0.5153, -2.2550], [1.3381, 1.0062, -1.8037], [2.0127, 2.7559, -1.7156], [3.1982, -0.1069, -1.2226], [-0.7258, -1.5761, -2.4755], [-0.7274, 1.1161, -2.7149], [-2.7966, 0.2277, 2.5129], [3.8825, 2.7266, -1.6171], [1.4381, 3.7409, -3.1823], [3.8848, -2.9611, -1.1070], [1.4524, -4.2376, -2.4854], [2.0402, 3.4482, -4.0531], [1.5975, 4.8109, -3.0027], [0.3840, 3.5779, -3.4283], [4.2407, 2.2023, -0.7176], [4.2598, 3.7601, -1.5964], [4.2987, 2.2251, -2.5030], [2.0321, -4.0733, -3.4037], [0.3904, -4.1494, -2.7338], [1.6498, -5.2587, -2.1375], [4.3057, -2.6228, -2.0652], [4.2630, -3.9739, -0.9026], [4.2372, -2.2855, -0.3122], [1.3082, 3.4691, -0.0986], [1.3051, -3.4361, 0.5061], [-0.3200, 2.7473, 0.2975], [1.2643, 4.5658, -0.1732], [2.0124, 3.2163, 0.7106], [-0.3212, -2.6533, 0.7702], [2.0102, -3.0493, 1.2596], [1.2565, -4.5288, 0.6219], [-0.8571, -3.1266, 2.4879], [-1.4558, -3.6642, -0.3357], [-1.4540, 3.5512, -0.9681], [-0.8535, 3.5097, 1.9089], [-0.6777, 2.5267, 3.0656], [-1.9288, 3.7145, 1.7726], [-0.1152, 4.8051, 2.2401], [0.9557, 4.6040, 2.3476], [-0.4812, 5.1609, 3.2114], [-0.2596, 5.6008, 1.5026], [-1.3946, 1.6842, 2.9440], [-0.9402, 3.0268, 4.0139], [0.3359, 2.1212, 3.1180], [-1.0353, 3.2434, -1.9370], [-1.4187, 5.0780, -0.8781], [-2.9032, 3.0572, -0.8718], [-0.4208, 5.5122, -1.0122], [-1.8349, 5.4271, 0.0701], [-2.0545, 5.4841, -1.6760], [-3.0147, 2.0297, -1.2266], [-3.5386, 3.6934, -1.5046], [-3.2786, 3.1186, 0.1599], [-1.0360, -3.5274, -1.3426], [-2.9052, -3.1614, -0.3272], [-1.4212, -5.1534, 0.0138], [-0.4241, -5.6055, -0.0450], [-2.0579, -5.6885, -0.7029], [-1.8367, -5.3363, 1.0078], [-3.0152, -2.2081, -0.8499], [-3.2826, -3.0489, 0.6998], [-3.5381, -3.8963, -0.8456], [-0.6829, -1.9579, 3.4567], [-0.1188, -4.3443, 3.0408], [-1.9317, -3.3539, 2.3876], [0.9515, -4.1272, 3.1144], [-0.2606, -5.2569, 2.4535], [-0.4865, -4.5262, 4.0586], [0.3308, -1.5496, 3.4381], [-0.9450, -2.2864, 4.4773], [-1.4002, -1.1500, 3.1899], [-2.0739, -0.0007, -0.0385], [-2.6474, -0.0794, -0.9640], [-2.4059, -0.8876, 0.5585], [-2.4033, 0.9774, 0.3976], [1.3193, 0.1492, 1.6840]], "lowdin_charge": [1.37, -0.19, -0.37, -0.19, 0.51, -0.20, -0.37, 0.51, 0.12, 0.11, 0.11, -0.01, -0.17, -0.17, -0.17, -0.17, 0.04, 0.04, 0.03, 0.04, 0.04, 0.04, 0.04, 0.03, 0.04, 0.04, 0.04, 0.04, -0.40, -0.40, 0.97, 0.04, 0.06, 0.97, 0.06, 0.04, -0.53, -0.52, -0.52, -0.53, -0.18, 0.11, -0.13, 0.07, 0.08, 0.06, -0.09, 0.08, 0.06, 0.07, -0.11, -0.11, 0.06, 0.07, 0.08, 0.05, 0.08, 0.08, 0.07, -0.11, -0.11, 0.06, 0.08, 0.07, 0.05, 0.08, 0.08, -0.18, -0.13, 0.11, 0.07, 0.06, 0.08, 0.06, 0.08, -0.09, -0.47, 0.00, -0.10, -0.10, -0.45], "energy_ha": -2814.3851, "multiplicity": 1, "gap_ev": 6.99}